{"formula": "C11H28BaF3N3O10S", "method": "ωB97M-V/def2-TZVPD", "de_lowest_kj_mol": 59.4, "total_energy_ha": -2075.881412, "homo_ev": -8.67, "symbols": ["C", "H", "O", "F", "H", "C", "H", "O", "H", "C", "C", "O", "H", "H", "H", "H", "F", "O", "C", "H", "O", "S", "O", "H", "H", "N", "H", "H", "H", "C", "H", "O", "C", "N", "F", "N", "O", "H", "C", "H", "H", "H", "H", "H", "H", "O", "H", "H", "C", "H", "Ba", "H", "H", "O", "C", "H", "C"], "xyz": [[-0.260, -3.405, 0.981], [1.617, 0.923, 3.796], [-0.655, -2.129, 1.513], [3.411, -1.494, 3.142], [2.410, 4.719, 0.158], [-3.388, 0.007, -1.915], [2.935, 1.760, 0.362], [0.155, -2.757, -1.279], [-3.903, 0.005, 0.560], [3.013, 3.808, 0.266], [-2.425, 0.232, -3.070], [4.398, 0.194, 1.081], [-1.556, 1.989, -2.480], [-1.744, -3.258, -0.528], [-0.985, -2.269, 2.404], [-0.144, 1.181, 3.519], [5.153, -2.517, 2.357], [1.030, 1.046, 1.808], [1.416, 2.406, 1.683], [-4.530, -1.560, -0.084], [4.646, -1.738, -0.383], [3.869, -1.049, 0.597], [-3.197, 2.489, 1.907], [3.673, 3.937, 1.126], [-0.667, -4.219, 1.589], [-2.764, 2.576, 0.752], [0.617, -0.390, 3.213], [0.630, 3.148, -0.818], [0.825, -3.518, 1.056], [-0.697, -3.572, -0.450], [3.658, 3.763, -0.615], [2.434, -1.026, 0.321], [0.765, 0.689, 3.153], [-1.241, 1.026, -2.590], [3.168, -3.246, 1.893], [1.263, 2.348, -0.783], [-1.818, 1.796, 0.381], [0.501, 3.024, 1.657], [-3.640, -0.984, 0.175], [-1.105, -0.793, -4.427], [-1.464, -1.734, -3.010], [1.880, 2.481, -1.585], [-3.616, 0.966, -1.444], [2.005, 2.806, 2.512], [-2.704, -1.536, -4.292], [-2.785, -0.854, -0.967], [-3.068, -1.485, 0.952], [0.278, -3.207, -2.119], [-1.909, -1.049, -3.731], [-0.628, -4.605, -0.789], [0.013, -0.141, -0.378], [-0.596, 1.052, -3.380], [-2.927, 0.798, -3.863], [-3.156, 3.445, -0.051], [2.167, 2.539, 0.384], [-4.273, -0.479, -2.345], [3.912, -2.140, 2.076]], "mulliken_charge": [-0.29, 0.33, -0.47, -0.23, 0.39, -0.68, -0.30, -0.47, 0.39, -1.81, 0.03, -0.73, 0.21, 0.00, 0.23, 0.27, -0.22, 0.53, -0.98, 0.28, -0.67, 1.09, -0.60, 0.41, 0.48, 0.68, 0.12, 0.23, 0.02, -0.27, 0.43, -0.49, -0.95, -0.30, -0.25, -0.22, -0.38, 0.23, -0.78, 0.45, 0.04, 0.26, 0.37, 0.52, 0.41, 0.04, 0.08, 0.20, -1.24, 0.52, 1.25, 0.19, 0.39, -0.63, 0.89, 0.44, 0.55]}


{"formula": "C11H29BF4N2S4SeSiV", "method": "ωB97M-V/def2-TZVPD", "de_lowest_kj_mol": 40.2, "total_energy_ha": -6198.142763, "homo_ev": [-11.62, -11.72], "spin_multiplicity": 3, "s_squared": 2.14, "total_charge": 1, "symbols": ["S", "B", "C", "F", "V", "F", "H", "H", "H", "H", "H", "H", "H", "H", "S", "N", "H", "C", "C", "H", "N", "H", "H", "H", "H", "C", "C", "C", "H", "F", "H", "H", "S", "Se", "H", "C", "H", "S", "H", "H", "H", "F", "C", "C", "H", "H", "C", "H", "H", "H", "Si", "H", "C", "H"], "xyz": [[-0.076, -1.892, 1.332], [2.420, 1.063, 0.911], [4.992, -0.798, -1.643], [0.872, 0.952, 0.824], [0.174, -0.364, -0.585], [2.847, -0.218, 1.137], [0.327, 2.191, -1.178], [3.288, 1.868, -2.388], [-3.423, 2.587, 2.284], [2.347, 1.316, -3.822], [-4.077, -0.260, 1.540], [3.724, -2.655, -4.076], [5.092, -1.855, -1.391], [-4.445, 0.316, -1.814], [-1.419, -1.888, -1.712], [0.201, 1.398, -1.810], [-1.579, -0.083, 4.198], [3.278, 1.208, -3.256], [3.692, -1.592, -4.323], [-2.516, -3.791, -0.805], [-0.865, 1.638, -2.757], [-2.307, -1.293, 1.994], [1.070, 1.328, -2.335], [2.822, -1.412, -4.957], [-2.558, -0.433, -3.120], [-3.806, 0.748, 1.224], [-3.173, 1.531, 2.375], [-3.755, -0.354, -1.303], [-0.154, -3.850, 0.036], [2.706, 1.933, 1.908], [-4.713, 1.246, 0.882], [-1.676, 1.910, -2.209], [-2.690, 0.598, -0.201], [1.759, -1.508, -1.743], [-2.835, -2.351, 0.178], [-1.354, -1.357, 2.511], [-4.349, -1.047, -0.706], [-1.378, 1.515, 2.449], [0.030, -0.012, 3.512], [4.591, -1.349, -4.896], [-1.405, -2.173, 3.235], [2.742, 1.547, -0.356], [-2.922, -1.102, -2.341], [-1.029, -0.063, 3.255], [-3.507, -1.889, -2.814], [-0.612, 2.439, -3.330], [-0.929, -3.299, 0.571], [5.934, -0.461, -2.086], [-1.296, -3.936, 1.376], [4.082, 1.532, -3.924], [3.598, -0.553, -2.807], [-3.583, 1.180, 3.324], [-2.066, -2.903, -0.360], [4.811, -0.238, -0.728]], "mulliken_charge": [0.01, 0.31, -0.97, -0.15, 0.72, -0.39, 0.29, 0.27, 0.42, 0.32, 0.34, 0.34, 0.31, 0.55, 0.17, -0.10, 0.62, -1.07, -1.11, 0.53, -0.64, -0.21, -0.02, 0.29, 0.39, -0.93, -0.91, -0.97, 0.46, -0.28, 0.60, 0.23, 0.18, -0.19, 0.19, -0.17, 0.49, 0.03, 0.37, 0.35, 0.50, -0.26, -0.83, -0.99, 0.54, 0.30, -0.97, 0.39, 0.54, 0.46, 0.65, 0.38, -0.62, 0.25]}


{"formula": "C11H29FN3O3", "method": "ωB97M-V/def2-TZVPD", "total_energy_ha": -926.225637, "homo_ev": -2.02, "total_charge": -1, "symbols": ["H", "H", "C", "H", "H", "H", "C", "N", "N", "H", "H", "H", "C", "O", "H", "H", "F", "H", "H", "H", "H", "H", "H", "C", "C", "C", "H", "N", "O", "H", "C", "H", "C", "C", "H", "H", "C", "H", "H", "H", "O", "H", "H", "H", "C", "H", "H"], "xyz": [[-4.178, -4.093, 0.026], [2.885, 3.216, 4.059], [2.181, 4.052, 4.027], [-0.370, 3.719, 2.041], [-0.313, -3.803, -0.792], [3.216, 2.405, -3.040], [-1.267, -3.577, -0.308], [1.341, 2.565, -3.971], [-2.588, -5.022, -1.852], [2.592, 4.837, 3.384], [1.015, 1.211, 3.062], [-0.446, 1.257, -2.831], [-2.685, -1.660, -0.210], [0.901, 3.650, 3.591], [3.002, 1.646, 0.523], [-3.175, -4.452, 1.438], [1.077, 1.610, -5.145], [3.129, 3.340, 0.974], [-1.582, -5.668, -0.156], [-2.599, -0.622, -0.526], [-1.054, -3.376, 0.751], [-3.869, -5.762, 0.474], [-0.251, 1.151, 2.072], [1.226, 2.418, 1.447], [-2.178, -4.802, -0.462], [1.133, 0.408, -1.635], [2.492, 0.900, -3.672], [0.765, 1.173, 2.078], [-1.735, -2.409, -0.941], [-2.993, -4.154, -2.194], [0.713, 3.659, 2.183], [1.663, -0.433, -2.096], [-0.327, 0.458, -2.105], [2.739, 2.371, 1.290], [0.806, 2.457, 0.438], [-0.967, 0.672, -1.249], [2.268, 1.854, -3.186], [-1.763, -5.159, -2.427], [-3.702, -2.003, -0.422], [1.149, 4.571, 1.755], [1.834, 1.611, -1.810], [-2.497, -1.717, 0.867], [2.074, 4.448, 5.038], [-0.619, -0.482, -2.568], [-3.421, -4.769, 0.422], [1.132, 0.223, -0.558], [3.243, 2.080, 2.215]], "mulliken_charge": [0.28, 0.23, -0.65, 0.38, 0.34, 0.15, -0.77, -0.54, -0.78, 0.30, 0.29, 0.54, -0.70, -0.39, 0.32, 0.34, -0.37, 0.33, 0.39, 0.27, 0.39, 0.35, 0.27, 0.81, 0.43, -0.69, 0.37, -0.65, -0.28, 0.34, -0.96, 0.57, -0.66, -1.51, 0.11, -0.13, -0.42, 0.28, 0.23, 0.44, -0.18, 0.31, 0.26, 0.18, -1.41, 0.23, 0.37]}


{"formula": "C11H29N3S2Yb", "method": "ωB97M-V/def2-TZVPD", "de_lowest_kj_mol": 25.5, "total_energy_ha": -2554.862195, "homo_ev": [-19.77, -19.76], "spin_multiplicity": 2, "s_squared": 0.75, "total_charge": 3, "symbols": ["C", "H", "H", "N", "C", "C", "H", "H", "N", "H", "H", "C", "H", "H", "H", "H", "H", "H", "H", "C", "S", "Yb", "H", "H", "H", "C", "C", "H", "H", "H", "H", "H", "C", "H", "S", "H", "H", "H", "H", "C", "H", "H", "N", "C", "H", "C"], "xyz": [[-0.430, -2.455, -1.943], [1.404, 1.392, -1.220], [1.525, 3.815, 1.782], [-1.295, -1.776, -0.918], [-2.531, -1.149, -1.463], [-3.101, -0.059, -0.571], [-0.826, -3.462, -2.155], [-1.589, -2.512, -0.260], [1.123, 1.672, -0.273], [-0.246, 2.185, 2.098], [0.451, 0.069, 3.071], [1.847, 2.775, 1.872], [-3.305, -1.915, -1.590], [2.713, 2.753, 2.533], [-0.387, -0.630, 4.575], [-0.493, -1.891, -2.886], [2.010, 0.364, 2.653], [-0.149, -3.118, 2.729], [-4.033, 0.327, -1.004], [-2.101, 2.046, -2.095], [1.996, -1.074, -1.338], [0.013, -0.275, 0.571], [-3.306, -0.458, 0.431], [1.585, -3.159, -2.279], [1.194, -1.427, 3.988], [1.957, -0.532, -3.097], [0.746, 2.000, 2.545], [-1.565, 1.375, -2.774], [3.011, 1.436, 0.611], [-2.322, -0.754, -2.466], [1.077, -3.145, -0.553], [0.660, 2.263, 3.605], [2.272, 2.243, 0.510], [-3.144, 2.155, -2.415], [-2.083, 1.456, -0.359], [2.595, 0.354, -3.188], [-1.617, 3.029, -2.116], [0.956, -0.282, -3.455], [2.758, 3.058, -0.049], [-0.609, -2.200, 3.098], [2.383, -1.343, -3.692], [-1.700, -2.153, 3.114], [1.041, 0.589, 2.411], [1.029, -2.604, -1.509], [0.380, 2.369, -0.431], [0.105, -1.356, 3.902]], "mulliken_charge": [-0.56, 0.18, 0.38, -0.19, -0.57, -0.95, 0.37, 0.45, -0.49, 0.30, 0.08, -0.71, 0.38, 0.34, 0.40, 0.38, 0.35, 0.40, 0.58, -1.00, 0.05, 0.98, 0.39, 0.58, 0.34, -1.03, -0.42, 0.22, 0.39, 0.40, 0.39, 0.43, -0.62, 0.45, 0.09, 0.46, 0.46, 0.28, 0.43, -0.99, 0.44, 0.37, -0.45, -0.91, 0.34, -0.19]}


Results for F_max: 1.245; 1.530; 1.037; 1.974 (in eV/A, following the order of the records).